Here is a molecular structure, C29H28BrN2OPReSbSe4 from OMol25. Energies are from wB97M-V/def2-TZVPD.

Calculated values
**E**: -14144.78912 a.u.
**Gap between HOMO and LUMO**: 5.3487 eV
**Molar mass**: 1155.2 g mol⁻¹

Structure (ORCA input):
```
! wB97M-V def2-TZVPD RIJCOSX def2/J DEFGRID3
* xyz 4 1
Re -0.33 0.74 -1.23
C 2.64 0.20 -5.01
C 1.86 -0.11 -3.73
C 0.41 0.32 -3.90
C 2.46 0.63 -2.56
C 3.89 0.23 -2.21
O 3.88 0.18 -0.76
C 2.65 0.20 -0.33
N 1.74 0.35 -1.26
C 2.49 0.05 1.12
C 3.66 -0.24 1.84
C 3.65 -0.34 3.22
C 2.48 -0.13 3.92
C 1.30 0.15 3.22
C 1.29 0.23 1.83
P -0.34 0.64 1.19
C -0.73 2.26 1.89
C -1.80 2.50 2.74
C -1.99 3.79 3.26
C -1.12 4.81 2.94
C -0.01 4.57 2.12
C 0.19 3.28 1.62
C -1.50 -0.62 1.72
C -2.88 -0.41 1.55
C -3.78 -1.40 1.91
C -3.32 -2.60 2.43
C -1.96 -2.82 2.59
C -1.05 -1.84 2.23
H 2.20 -0.31 -5.87
H 3.68 -0.14 -4.93
H 2.65 1.27 -5.23
H 1.89 -1.18 -3.53
H 0.29 1.39 -4.05
H -0.24 -0.10 -3.06
H -0.10 -0.19 -4.72
H 2.39 1.71 -2.74
H 4.65 0.95 -2.51
H 4.16 -0.77 -2.57
H 4.59 -0.38 1.30
H 4.57 -0.56 3.74
H 2.46 -0.19 5.00
H 0.39 0.32 3.79
H -2.49 1.71 3.01
H -2.82 3.97 3.92
H -1.27 5.80 3.35
H 0.71 5.35 1.93
H 1.15 3.06 1.16
H -3.25 0.54 1.19
H -4.84 -1.22 1.80
H -4.03 -3.37 2.72
H -1.60 -3.75 3.00
H 0.01 -2.02 2.37
Se -7.49 1.91 -4.84
Sb -7.63 2.11 -2.60
Se -2.56 0.69 -1.55
Se 0.04 2.93 -1.11
Se -7.91 2.34 -0.36
Br 2.46 -4.61 -0.67
C 0.80 -3.76 -0.87
C -0.38 -4.47 -0.95
C -1.55 -3.74 -1.09
C -1.51 -2.36 -1.14
N -0.36 -1.66 -1.08
C 0.77 -2.38 -0.94
H -0.39 -5.55 -0.92
H -2.51 -4.24 -1.16
H -2.42 -1.81 -1.24
H 1.71 -1.86 -0.89
*
```